132
Properties=species:S:1:pos:R:3:forces:R:3 method="wB97M-V/def2-TZVPD" multiplicity=1 largest_force_ev_per_a=3.2 e_homo_ev=-7.18 energy_ev=-107209.441
C -3.31568 5.87484 -2.43515 0.79 -0.35 0.25
C -2.39624 4.91932 -2.10350 -0.37 -0.21 -0.36
C -1.76253 3.93270 -3.05817 -0.26 -1.29 -0.68
C -1.26716 2.60096 -2.63825 1.26 -0.18 -1.94
P -1.42282 2.04974 -0.84939 -0.03 0.09 0.32
C -0.37594 3.33911 0.07828 -0.64 0.27 -0.42
C -0.49783 0.43451 -0.57333 0.33 0.62 -0.01
C -0.64597 1.71338 -3.64415 -0.57 1.73 -0.96
C -0.51966 2.07956 -5.06418 -0.96 1.30 1.62
C -1.02086 3.37128 -5.45916 0.04 -0.80 1.99
C -1.60226 4.26235 -4.45576 0.28 -0.93 -0.79
C -1.95204 5.52595 -5.26662 -0.36 -1.17 0.59
O -2.16341 6.66456 -4.95576 0.19 -0.43 -0.05
N -1.94752 5.13344 -6.67474 2.69 1.20 -0.27
C -1.05546 4.02706 -6.85038 -0.75 -1.69 2.58
O -0.47760 3.62958 -7.82803 -0.30 0.80 -0.01
H -4.10688 5.75335 -3.20275 1.27 0.35 -0.09
H -3.21673 6.85937 -1.92922 -1.08 -1.08 0.34
H -2.12629 4.83650 -1.02732 0.64 0.65 -1.07
H 0.27052 2.83811 0.82602 -0.26 0.34 -0.59
H -1.10312 3.97123 0.63382 0.67 -0.42 -0.14
H 0.17191 4.00630 -0.62276 -0.02 -0.62 0.53
H -1.23195 -0.39801 -0.47412 0.72 0.75 -0.28
H 0.28386 0.23697 -1.32979 -0.56 -0.05 0.45
H 0.04127 0.57555 0.39816 -0.54 -0.12 -0.68
H -0.23146 0.72049 -3.37221 -0.46 0.83 0.11
H -0.04697 1.39060 -5.79139 -0.40 0.54 0.59
H -1.40059 5.91651 -7.06715 -1.19 0.06 -0.79
C -4.32485 -1.40491 -0.51139 0.06 -0.10 0.09
O -3.12298 -1.20981 -0.40749 -0.27 -0.11 -0.02
N -4.93963 -2.50016 0.01010 0.20 0.06 -0.03
N -5.14934 -0.53336 -1.16283 -0.01 0.34 -0.21
H -5.92257 -2.67813 -0.06461 0.03 -0.12 0.10
H -4.36476 -3.16328 0.49725 -0.17 -0.07 0.02
H -4.72672 0.28766 -1.55964 0.00 -0.02 0.06
H -6.13688 -0.66911 -1.26235 0.02 -0.04 0.03
C 1.22105 -2.65704 -2.43217 0.06 -0.32 0.06
O 1.31119 -1.48314 -2.08036 0.15 -0.04 -0.34
N 1.17720 -3.67802 -1.54727 0.00 0.56 -0.17
N 1.16410 -3.02318 -3.74314 -0.16 0.28 -0.31
H 1.10799 -4.64150 -1.80881 0.02 -0.03 0.17
H 1.22096 -3.44473 -0.57334 -0.09 -0.20 0.01
H 1.19804 -2.28973 -4.42696 0.05 -0.06 0.01
H 1.09383 -3.97304 -4.05250 0.06 0.00 0.07
C -4.17237 9.67708 -0.12784 -0.01 -0.26 0.00
O -4.48813 8.49986 -0.14473 0.03 0.16 -0.04
N -5.09163 10.68436 -0.18163 -0.30 0.15 -0.01
N -2.87348 10.08669 -0.05375 0.30 -0.03 0.01
H -4.85414 11.65769 -0.16915 0.03 -0.03 0.00
H -6.05780 10.41915 -0.23691 0.05 0.00 0.00
H -2.16975 9.37183 -0.01223 -0.04 0.02 0.02
H -2.59161 11.04806 -0.03882 -0.03 -0.01 -0.01
C -3.00141 3.87753 3.02782 -0.06 0.04 0.08
O -1.89372 4.32943 2.75797 -0.04 -0.03 0.01
N -3.57688 2.86424 2.32405 0.15 -0.25 -0.43
N -3.75487 4.34708 4.05468 -0.09 0.44 0.19
H -4.48160 2.48985 2.54128 0.04 0.05 0.19
H -3.06316 2.47489 1.54885 -0.09 0.06 0.02
H -3.36902 5.09416 4.60114 0.04 -0.03 -0.09
H -4.66498 3.98572 4.28912 0.18 -0.23 0.08
C -6.73062 1.93053 5.29198 -0.13 0.08 0.13
O -5.62266 2.38457 5.02581 -0.22 -0.08 -0.12
N -7.29405 0.91679 4.57725 0.13 -0.17 -0.29
N -7.48439 2.39880 6.31861 0.15 0.10 0.01
H -8.19666 0.52992 4.77619 0.01 0.04 0.04
H -6.76286 0.54523 3.81057 -0.02 -0.02 0.05
H -7.10039 3.14594 6.86757 -0.13 -0.04 0.06
H -8.39153 2.04281 6.55490 0.01 0.08 0.11
C 4.96124 -1.48168 -2.69174 -0.39 0.25 -0.05
O 4.64586 -2.66874 -2.71188 0.13 -0.02 0.08
N 4.04903 -0.48079 -2.73475 -0.06 -0.18 0.13
N 6.26330 -1.07499 -2.62213 0.45 -0.24 0.23
H 4.28672 0.49337 -2.72059 0.09 -0.04 -0.29
H 3.07948 -0.74772 -2.78888 -0.17 0.01 0.22
H 6.96814 -1.79143 -2.58677 0.04 0.10 0.05
H 6.54567 -0.11302 -2.60623 -0.08 0.01 -0.24
C 2.64074 -5.68501 0.84424 0.07 0.45 0.11
O 1.55582 -5.50903 0.30835 0.08 -0.42 0.32
N 2.82857 -6.59600 1.84357 -0.12 -0.27 0.09
N 3.75402 -4.98677 0.48821 -0.10 0.17 -0.26
H 3.70990 -6.75519 2.29670 -0.02 0.07 0.04
H 2.02892 -7.13049 2.13278 0.05 0.00 -0.02
H 3.65601 -4.30365 -0.24795 0.10 -0.02 -0.02
H 4.65312 -5.11521 0.91392 -0.02 0.02 0.01
C 8.66238 -1.36519 0.55341 0.09 -0.03 0.10
O 9.16655 -1.78140 -0.48303 -0.06 0.03 0.02
N 7.52760 -0.60956 0.55967 -0.20 0.20 -0.24
N 9.19232 -1.62354 1.77730 0.23 0.06 -0.18
H 7.09511 -0.25777 1.39214 0.05 -0.04 0.02
H 7.11227 -0.40351 -0.33178 -0.10 -0.13 0.06
H 10.02737 -2.18239 1.81031 -0.16 -0.16 0.30
H 8.79722 -1.29498 2.63714 -0.02 -0.05 -0.01
C -8.03757 3.23341 9.93946 -0.07 -0.01 -0.02
O -8.83778 3.21608 9.01584 0.12 -0.03 -0.03
N -7.32835 4.34821 10.27193 0.05 0.27 -0.09
N -7.78792 2.14031 10.71281 -0.08 -0.26 0.05
H -6.66734 4.38506 11.02435 -0.01 -0.03 -0.01
H -7.48771 5.17327 9.72274 0.00 -0.03 0.04
H -8.29317 1.30081 10.49583 0.03 0.04 0.01
H -7.13620 2.13273 11.47410 0.00 0.03 -0.03
C 3.87209 2.09579 -5.96372 -0.13 0.09 0.07
O 4.48467 1.54973 -5.06162 0.08 0.04 0.08
N 2.68203 2.73106 -5.76537 -0.09 0.08 0.13
N 4.32631 2.11532 -7.24961 0.23 -0.08 -0.23
H 2.16384 3.18261 -6.49718 -0.04 -0.05 0.00
H 2.31349 2.74352 -4.83083 -0.02 -0.01 -0.07
H 5.19962 1.65658 -7.43363 -0.05 0.01 0.02
H 3.83919 2.55703 -8.00613 -0.04 0.00 0.05
C 11.40793 -4.73985 2.72911 -0.01 0.03 -0.06
O 10.64044 -3.86987 3.11516 0.15 -0.03 -0.04
N 12.01220 -4.69587 1.50925 0.01 0.22 -0.16
N 11.72119 -5.82682 3.48852 -0.06 -0.12 0.28
H 12.64313 -5.39854 1.17442 -0.03 -0.01 0.02
H 11.80311 -3.90895 0.92025 -0.01 -0.09 -0.04
H 11.29309 -5.89163 4.39391 0.02 0.00 -0.05
H 12.34640 -6.55187 3.19299 -0.01 0.03 -0.03
C -6.13406 -6.12332 0.70800 0.03 0.05 0.01
O -6.00214 -4.95907 1.05515 -0.07 -0.10 -0.02
N -6.22642 -7.14672 1.60172 -0.02 -0.06 0.29
N -6.19901 -6.49399 -0.60126 -0.04 0.11 -0.26
H -6.33430 -8.10792 1.33981 0.01 0.03 -0.03
H -6.18163 -6.90918 2.57591 0.01 -0.01 -0.05
H -6.13295 -5.76455 -1.28784 0.04 -0.04 0.03
H -6.30634 -7.44200 -0.90783 0.01 0.01 0.04
C 4.66569 -9.19906 -0.74746 -0.06 0.01 0.15
O 4.72269 -9.88260 0.26371 0.02 0.05 -0.09
N 5.07259 -9.65848 -1.96648 0.12 -0.27 -0.19
N 4.19225 -7.92308 -0.74220 0.05 0.04 -0.04
H 5.03512 -9.11531 -2.80780 -0.01 0.03 0.05
H 5.42778 -10.59602 -2.00703 -0.02 0.05 0.01
H 3.88456 -7.55432 0.13765 -0.09 -0.10 -0.04
H 4.13664 -7.34391 -1.55890 0.04 0.01 0.02


17
Properties=species:S:1:pos:R:3:forces:R:3 method="wB97M-V/def2-TZVPD" de_lowest_kj_mol=45.3 multiplicity=1 largest_force_ev_per_a=4.4 total_charge=-1 e_homo_ev=-4.10 energy_ev=-18316.592
C 3.58763 0.07604 -0.36627 0.33 1.74 0.05
C -1.71721 1.44099 0.68508 -0.45 -1.90 2.62
C 0.20299 0.14012 -1.38443 -3.36 -2.80 0.57
C -1.06761 -1.61201 0.61597 0.61 0.21 -0.20
O 3.88303 1.16484 -0.19106 0.36 2.20 0.74
O 3.42751 -0.99557 -0.67645 -0.86 -3.90 -0.65
O 1.02048 0.48875 1.40965 -0.21 -0.14 0.11
Si -0.24308 0.15464 0.54796 -0.44 0.07 -2.40
H -1.32759 2.41418 0.81720 0.55 1.27 -0.21
H -2.71547 1.48660 0.24626 0.34 -0.29 -0.83
H -2.01767 1.18100 1.75326 0.24 0.33 -0.60
H -0.55835 0.22211 -2.21152 0.27 0.51 0.99
H 0.99415 0.74354 -1.57657 2.63 1.70 -0.77
H 0.41762 -0.94115 -1.46855 0.81 0.41 -0.16
H -2.09208 -1.42001 0.39997 -1.27 0.12 0.09
H -0.80859 -2.37276 -0.12730 0.56 0.44 -0.33
H -0.98574 -2.17131 1.52680 -0.12 0.02 0.97


27
Properties=species:S:1:pos:R:3:forces:R:3 method="wB97M-V/def2-TZVPD" de_lowest_kj_mol=15.7 multiplicity=2 largest_force_ev_per_a=0.3 total_charge=+1 e_homo_ev="-15.31 / -15.26" energy_ev=-103403.924
K -2.46706 2.04764 0.10736 -0.18 0.06 -0.10
O -2.13254 -0.59792 1.75843 0.05 -0.06 -0.12
C -0.97369 -0.88062 1.83334 0.03 -0.09 0.03
C -0.12913 -1.87945 1.12395 -0.09 -0.10 0.04
C 0.31142 -3.03798 2.04470 0.03 0.03 0.01
C 0.99016 -2.64052 3.36004 -0.01 -0.03 -0.02
C 0.03753 -2.01247 4.37926 -0.02 0.08 0.00
C -0.22047 -0.48324 4.19310 0.08 -0.14 0.00
N -0.18714 -0.13184 2.81643 0.00 -0.02 -0.07
H 0.75138 -1.34409 0.75608 0.00 0.00 -0.02
H -0.68582 -2.25540 0.26697 -0.02 0.01 -0.01
H 1.00166 -3.64441 1.45946 -0.01 -0.01 0.00
H -0.55108 -3.67028 2.26617 -0.01 0.01 0.00
H 1.85394 -1.99325 3.17734 -0.02 0.02 -0.01
H 1.39050 -3.55123 3.80575 -0.01 0.00 0.00
H 0.43155 -2.10431 5.39110 0.00 -0.01 0.00
H -0.91770 -2.54043 4.35923 0.00 0.00 0.01
H 0.49266 0.13768 4.72739 0.01 0.01 0.00
H -1.23586 -0.28142 4.56347 0.01 0.10 -0.01
H 0.46756 0.58133 2.40442 0.06 0.12 0.15
F -0.25284 0.80388 0.01212 0.04 -0.02 0.16
As 1.05085 2.04789 -0.03243 0.28 0.10 -0.16
F 1.36712 1.61417 1.67185 -0.02 -0.07 0.06
F 2.13156 0.81709 -0.50476 -0.01 -0.02 -0.02
F 2.23001 3.25607 0.04614 0.02 -0.02 -0.01
F 0.56862 2.41203 -1.63061 -0.04 -0.01 0.00
F -0.17654 3.13700 0.58671 -0.17 0.07 0.08


14
Properties=species:S:1:pos:R:3:forces:R:3 method="wB97M-V/def2-TZVPD" de_lowest_kj_mol=385.0 multiplicity=1 smiles="C#CCCNC=O" largest_force_ev_per_a=1.7 e_homo_ev=-9.57 energy_ev=-8832.213
O 0.83766 -1.67570 1.52039 -0.28 -1.48 0.81
C -0.23765 -1.15368 1.78965 0.54 -0.60 0.05
N -0.49946 0.03698 1.27478 1.53 -0.47 -0.39
C 1.01276 0.26082 0.28825 -1.15 0.90 0.17
C 0.60359 -0.13413 -1.11186 -0.14 0.10 0.01
C -0.52413 0.66970 -1.56603 -0.47 0.28 -0.44
C -1.43855 1.36941 -1.91190 0.25 -0.23 0.07
H -0.95605 -1.67349 2.43907 -0.24 0.31 -0.04
H -1.44602 0.44803 1.43470 1.50 0.11 -0.76
H 1.99708 -0.21608 0.51375 -1.53 0.17 0.67
H 1.09381 1.30735 0.49731 0.00 0.67 -0.52
H 1.45195 -0.01252 -1.80246 -0.10 0.08 0.24
H 0.35729 -1.20317 -1.13131 0.00 0.22 0.09
H -2.25228 1.97650 -2.23435 0.07 -0.05 0.04


9
Properties=species:S:1:pos:R:3:forces:R:3 method="wB97M-V/def2-TZVPD" de_lowest_kj_mol=54.9 multiplicity=1 largest_force_ev_per_a=7.3 e_homo_ev=-9.92 energy_ev=-15250.066
C -1.65034 0.11931 0.01976 3.53 5.41 0.75
C -0.95244 -1.20297 -0.04309 1.00 0.81 1.38
N -0.86160 1.26753 0.18223 -2.60 -6.78 -1.10
N 0.36243 -1.01487 -0.12424 1.65 2.88 -0.19
O -1.44732 -2.27772 0.15606 -1.25 -0.79 -0.53
I -3.67502 0.12363 0.00034 -0.82 -0.03 -0.12
H -1.49534 2.00578 0.10864 -1.19 1.89 0.24
H 0.81579 -0.04081 0.01020 -1.32 -2.49 -0.56
H 0.88695 -1.84176 -0.17668 1.00 -0.89 0.13


11
Properties=species:S:1:pos:R:3:forces:R:3 method="wB97M-V/def2-TZVPD" de_lowest_kj_mol=217.0 multiplicity=1 smiles="O=c1[nH]cno1.O" largest_force_ev_per_a=2.1 e_homo_ev=-10.23 energy_ev=-11260.318
C -0.07237 0.61123 0.19582 1.15 -0.10 -0.48
C -2.11509 -0.22840 -0.13636 0.93 -0.99 0.54
H 2.23471 -0.74826 -0.15695 -0.63 0.07 0.02
H 3.66572 -1.05823 0.01589 1.08 -0.98 0.20
H -1.71174 1.90520 -0.06049 0.07 -1.20 -0.21
H -3.16699 -0.31168 -0.26212 -0.55 0.12 -0.32
N -1.40339 0.92025 -0.07452 0.41 2.05 0.31
N -1.39011 -1.28019 0.06848 0.31 0.99 0.37
O 3.09230 -0.33379 -0.14471 -0.13 0.73 -0.24
O 0.94530 1.26524 0.19247 -1.93 -0.18 0.33
O -0.07834 -0.74137 0.36250 -0.71 -0.50 -0.51